Computed, not measured: C13H14S as an isolated structure in a non-equilibrium geometry, with ωB97M-V with the def2-TZVPD basis set.

Cartesian coordinates (Å):
C: -0.573810 3.651367 -0.567278
C: -1.399373 2.847453 -1.272583
C: 0.729352 3.183488 -0.333368
C: -1.014351 1.530848 -1.677793
C: 1.222654 2.036893 -0.884723
C: 0.334260 1.121658 -1.481747
C: 1.036866 -1.367438 -1.636783
C: 0.735965 -0.105854 -1.772202
C: -1.615062 -0.757258 1.043684
C: 0.835100 -2.214910 -0.354507
C: 0.811270 -1.349971 0.910022
C: -0.381166 -1.280582 1.706142
C: -0.656883 -2.672619 2.300951
S: -2.086652 0.307932 -0.011928
H: -0.904000 4.594039 -0.203981
H: -2.393700 2.931585 -1.456495
H: 1.355958 3.797713 0.279836
H: -1.510175 1.104985 -2.539462
H: 2.244734 1.686021 -0.974644
H: 1.590744 -1.835658 -2.552870
H: -0.189539 -2.538128 -0.520409
H: 1.557104 -2.956852 -0.458084
H: 1.470337 -1.726497 1.712290
H: 1.239140 -0.466168 0.654172
H: -0.141793 -0.375644 2.426644
H: 0.176986 -3.168870 2.773558
H: -1.162269 -3.399163 1.697674
H: -1.311696 -2.578369 3.193885

Cartesian forces (eV/Å) of the 6 atoms listed first:
-0.69 -0.76 -0.15
1.72 -1.78 -0.23
1.48 0.05 0.04
0.40 0.91 -0.24
0.21 0.39 0.39
-0.23 0.09 -0.75

Its LUMO energy (alpha / beta) is -0.064 / -0.359 eV. The value obtained for the HOMO energy (alpha / beta) is -6.690 / -6.514 eV.

Computed, not measured: C13H15AuF6N2O8S2Si as an isolated structure, with ωB97M-V with the def2-TZVPD basis set.

Cartesian coordinates (Å):
Au: -0.499019 -0.291027 -0.920606
F: -0.304170 -3.740594 0.104948
C: 0.304525 -3.663198 1.285413
F: -0.294232 -4.474402 2.145908
F: 1.574636 -4.022885 1.143547
S: 0.252046 -1.924694 1.906279
O: 0.739823 -1.151379 0.760079
O: 1.039436 -1.903685 3.083910
N: -1.270241 -1.661104 2.211924
S: -2.234400 -1.068878 1.142588
O: -2.637812 -1.937037 0.073675
O: -1.764704 0.269497 0.648681
C: -3.774472 -0.814421 2.133254
F: -4.632541 -0.151291 1.369106
F: -3.538300 -0.129047 3.240266
F: -4.258129 -2.004012 2.430767
O: 1.490504 1.587807 -0.895483
C: 2.544238 0.992412 -0.939024
C: 2.820754 -0.301624 -1.590106
C: 4.157760 -0.700523 -1.537724
C: 4.569641 -1.864409 -2.144499
C: 3.671869 -2.678208 -2.821847
C: 2.347852 -2.306999 -2.870468
C: 1.891465 -1.125145 -2.264457
O: 0.594443 -0.869823 -2.442445
N: 5.984542 -2.249555 -2.075337
O: 6.313987 -3.278004 -2.633493
O: 6.745177 -1.504911 -1.487889
H: 3.444643 1.433449 -0.470889
H: 4.885394 -0.087541 -1.022857
H: 4.020738 -3.588388 -3.286710
H: 1.615723 -2.921911 -3.374907
C: -0.939101 3.450754 -2.347611
Si: -1.047620 1.916457 -3.411245
C: -2.415921 2.108538 -4.688309
C: 0.564058 1.571985 -4.289458
C: -1.715720 0.495155 -2.344501
H: -0.627972 4.309331 -2.947256
H: -0.219384 3.326860 -1.539278
H: -1.910173 3.689891 -1.908380
H: -2.211698 2.968556 -5.330063
H: -3.387104 2.271497 -4.217471
H: -2.494860 1.226239 -5.325993
H: 0.734916 2.347892 -5.039712
H: 0.542727 0.606572 -4.796347
H: 1.407701 1.575396 -3.600079
H: -2.034429 -0.380265 -2.912262
H: -2.560367 0.851288 -1.747709

Cartesian forces (eV/Å) of the 6 atoms listed first:
0.23 0.61 -0.22
-0.01 0.00 0.03
0.00 -0.04 0.01
0.02 0.03 -0.03
-0.02 0.02 0.00
0.22 -0.05 -0.04

Its LUMO energy is -1.538 eV. The value obtained for the HOMO energy is -9.526 eV.

Computed, not measured: C13H15B11Br7Cl3CrGeN2 as an isolated structure in a non-equilibrium geometry, with ωB97M-V with the def2-TZVPD basis set.

Cartesian coordinates (Å):
Cr: 0.424481 -0.328802 1.107802
Br: 4.203912 -7.060808 2.550065
C: 3.402925 -5.437092 2.302623
C: 3.734094 -4.361647 3.169034
C: 3.160093 -3.148562 2.972401
C: 2.194716 -2.968986 1.923950
C: 1.865455 -4.070467 1.072061
C: 2.470914 -5.274093 1.246915
N: 1.637771 -1.782669 1.696634
C: 1.786588 -0.604804 2.241610
C: 0.512652 1.448339 1.852201
C: 0.864584 2.520940 2.638052
C: 0.062206 3.642540 2.427678
C: -0.998231 3.618107 1.515933
C: -1.268701 2.471682 0.788411
N: -0.454044 1.431062 0.998357
H: 4.445171 -4.523261 3.967404
H: 3.409223 -2.321152 3.623283
H: 1.164122 -3.918817 0.263309
H: 2.260551 -6.109556 0.594109
H: 2.509271 -0.211692 2.947046
H: 1.672489 2.513733 3.354563
H: 0.254142 4.548405 2.988932
H: -1.616710 4.494656 1.379715
H: -2.081011 2.368821 0.082989
Br: -0.713406 -1.827674 -0.833295
B: -2.333334 -2.945182 0.097779
B: -2.502239 -4.619519 -0.170912
C: -3.081053 -5.048588 1.377655
B: -1.771442 -3.981674 1.357215
B: -3.067672 -3.822688 2.575170
B: -4.573154 -4.350208 1.803827
B: -4.246105 -4.847722 0.124241
B: -3.698368 -3.409017 -0.796400
Br: -3.923460 -3.119970 -2.682978
B: -5.004903 -3.260240 0.456868
Br: -6.802530 -2.829022 -0.041860
B: -4.254117 -2.612072 1.999809
Br: -5.180260 -1.453802 3.229082
B: -2.527356 -2.399265 1.698038
Br: -1.550150 -0.886401 2.540473
B: -3.719020 -1.989320 0.380856
Br: -4.065808 -0.178418 -0.168146
H: -1.868615 -5.336249 -0.853226
H: -2.880297 -6.056294 1.712122
H: -0.674927 -4.284258 1.667255
H: -2.831983 -4.055335 3.703097
H: -5.351678 -4.947852 2.448306
H: -4.788282 -5.773768 -0.351787
Cl: 1.726039 0.414071 -0.904241
Ge: 0.256263 -0.304599 -2.387301
Cl: -1.110252 1.185918 -2.843418
Cl: 1.184890 -1.290348 -3.945935

Cartesian forces (eV/Å) of the 6 atoms listed first:
0.17 -0.09 0.39
-0.10 0.20 -0.03
0.11 -0.26 0.03
0.00 0.15 0.04
0.02 -0.06 0.12
0.07 0.21 -0.22

As for the charge: +3. The multiplicity is 2. Its LUMO energy (alpha / beta) is -12.525 / -12.597 eV. The value obtained for the HOMO energy (alpha / beta) is -16.198 / -16.199 eV.

Computed, not measured: a single C13H15Br2NO4S molecule in a non-equilibrium geometry, with ωB97M-V with the def2-TZVPD basis set.

Cartesian coordinates (Å):
C: 3.952167 -1.445154 1.391578
C: 2.428699 -1.412344 1.189247
O: 2.010288 -0.124726 1.645604
C: 0.661775 0.081577 1.892367
C: -0.391683 -0.859049 1.671618
C: -1.711582 -0.522895 1.888490
C: -2.033718 0.774877 2.280864
Br: -3.825109 1.245187 2.704915
C: -1.029301 1.756015 2.482942
C: 0.317756 1.382613 2.294803
Br: 1.648248 2.721059 2.483499
C: 1.939978 -1.596741 -0.259461
O: 1.719427 -2.694072 -0.732881
N: 1.816558 -0.482875 -1.062404
C: 1.239306 -0.547405 -2.405909
C: -0.240993 -0.447765 -2.312598
C: -0.933773 0.654619 -2.744570
S: -2.741240 0.681281 -2.627199
C: -3.133294 1.806368 -1.250434
O: -3.207444 -0.662465 -2.337404
O: -3.410647 1.211685 -3.818883
H: 4.375815 -2.421047 1.133354
H: 4.141819 -1.301251 2.440170
H: 4.424921 -0.632768 0.846452
H: 2.019840 -2.208129 1.816631
H: -0.168631 -1.887297 1.357885
H: -2.556088 -1.218977 1.822106
H: -1.330093 2.753285 2.763562
H: 1.847726 0.427666 -0.572391
H: 1.611029 0.220386 -3.053929
H: 1.472916 -1.497297 -2.875149
H: -0.775048 -1.271468 -1.870765
H: -0.492692 1.489950 -3.261337
H: -2.601278 1.455405 -0.373133
H: -2.818679 2.827426 -1.464266
H: -4.226974 1.744327 -1.083371

Cartesian forces (eV/Å) of the 6 atoms listed first:
-0.52 -0.18 -0.51
0.21 0.35 -0.08
-1.05 -0.06 0.51
-0.39 -0.08 -0.46
1.43 -0.15 0.06
-0.93 0.69 0.44

Its LUMO energy is 0.288 eV. Its SMILES is C[C@@H](Oc1ccc(Br)cc1Br)C(=O)NC/C=C/S(C)(=O)=O. The value obtained for the HOMO energy is -9.148 eV.

Computed, not measured: C13H15Cl2N2O3PPtS as an isolated structure in a non-equilibrium geometry, with ωB97M-V with the def2-TZVPD basis set.

Cartesian coordinates (Å):
C: 2.944533 3.705181 1.022279
C: 2.951313 2.591583 -0.181819
C: 2.421247 1.095070 0.265136
C: 0.902136 1.125806 0.963659
C: 0.611538 -0.393835 1.550397
C: -0.281625 -1.185360 0.417209
C: -1.803407 -0.605150 0.140156
C: -2.782296 -1.295200 -0.979361
C: -2.282002 -2.594712 -1.844800
Cl: -3.445253 -3.354396 -3.071492
C: -0.740813 -3.173803 -1.550960
S: -0.041093 -4.660286 -2.520778
C: 0.267614 -2.492970 -0.406035
P: 1.983615 -3.288850 -0.135418
O: 2.200802 -3.480501 1.609139
Cl: 3.580285 -2.020499 -0.748104
C: -4.187209 -0.450653 -0.951607
O: -5.359864 -0.780860 -1.513153
N: -3.839700 0.770432 -0.093489
N: -3.522118 1.939355 -0.772529
C: -2.640527 0.630700 0.818193
O: -2.436272 1.360540 1.917431
H: 1.874708 4.234469 1.007800
H: 3.802250 4.513552 0.841241
H: 3.110569 3.160628 2.063091
H: 2.293692 2.921947 -1.112733
H: 4.049059 2.445088 -0.608445
H: 3.199955 0.561570 0.978924
H: 2.262053 0.495403 -0.754648
H: 0.809743 1.966233 1.791236
H: 0.167149 1.374233 0.064676
H: -0.108968 -0.249286 2.488713
H: 1.570320 -0.962601 1.906210
H: 0.952631 -4.040797 -3.344871
H: 3.114076 -3.088188 1.846676
H: -3.844336 1.911446 -1.764624
H: -3.993944 2.737733 -0.251120
Pt: -3.759864 -1.423022 0.913820

Cartesian forces (eV/Å) of the 6 atoms listed first:
-0.36 -0.15 -0.40
0.20 -0.40 -0.42
-0.50 0.32 -0.60
0.89 0.52 -1.09
-1.71 -0.43 -0.42
0.33 -1.21 0.36

As for the charge: +2. Its LUMO energy is -11.789 eV. The value obtained for the HOMO energy is -15.482 eV.

Computed, not measured: C13H15Cl5O3PdS4 as an isolated structure, with ωB97M-V with the def2-TZVPD basis set.

Cartesian coordinates (Å):
Pd: -0.015848 -0.324916 -0.012931
C: 2.984808 0.674170 -2.510317
C: 3.714502 0.431884 -1.191568
S: 2.704865 -0.110118 0.220911
C: 2.721852 1.335121 1.297306
C: 2.015322 2.551156 0.729201
S: 0.262610 2.196890 0.449222
C: -0.080068 2.827668 -1.212641
C: 0.459816 2.044730 -2.399016
S: 2.225426 2.297672 -2.749443
H: 2.245859 -0.102742 -2.693702
H: 3.719741 0.597797 -3.313966
H: 4.266984 1.322008 -0.886894
H: 4.443235 -0.366746 -1.336225
H: 3.754211 1.575627 1.557181
H: 2.234984 0.990553 2.213007
H: 2.466456 2.857941 -0.212209
H: 2.084802 3.381228 1.433714
H: 0.243556 3.869376 -1.242019
H: -1.171376 2.824645 -1.246638
H: -0.093438 2.362126 -3.284232
H: 0.274933 0.973778 -2.288566
C: -3.396825 -1.727554 0.271400
S: -2.752747 -0.458339 -0.773389
O: -3.834871 0.096712 -1.526222
O: -1.658489 -1.078056 -1.556544
O: -2.072881 0.514829 0.154376
H: -3.561289 -2.610631 -0.341356
H: -4.336198 -1.377825 0.691671
H: -2.675967 -1.940414 1.058110
Cl: 0.957100 -2.485154 -2.596298
C: 0.780575 -3.183585 -1.012275
C: 0.480847 -2.370909 0.061700
C: 0.361960 -2.968731 1.298340
Cl: 0.008496 -1.948776 2.669967
C: 0.515043 -4.338167 1.494986
Cl: 0.342001 -5.035748 3.057858
C: 0.810259 -5.139122 0.394758
Cl: 1.002331 -6.837054 0.592105
C: 0.951124 -4.560810 -0.865661
Cl: 1.326601 -5.551016 -2.223101

Cartesian forces (eV/Å) of the 6 atoms listed first:
0.04 0.14 -0.12
0.05 -0.07 -0.02
0.02 0.07 -0.08
-0.02 -0.14 -0.07
-0.01 0.02 0.11
0.09 0.08 -0.07

The multiplicity is 3. Its LUMO energy (alpha / beta) is 0.138 / -1.775 eV. The value obtained for the HOMO energy (alpha / beta) is -8.287 / -9.045 eV.